[1]
16
Properties=species:S:1:pos:R:3:nbo_charge:R:1 method="wB97M-V/def2-TZVPD" e_homo_ha=-0.506 charge=+1
C -2.422 1.259 -0.228 -0.435
C -1.371 -0.278 0.652 -0.261
C 2.289 -0.475 -0.383 -0.639
C 1.052 0.103 0.279 -0.218
N -0.173 -0.686 -0.064 -0.537
S -2.951 -0.443 -0.156 0.321
H -2.787 1.940 0.517 0.238
H -1.899 1.609 -1.097 0.218
H -1.297 -0.097 1.709 0.250
H 2.417 -1.528 -0.141 0.223
H 2.263 -0.361 -1.462 0.228
H 3.167 0.059 -0.025 0.262
H 0.884 1.134 -0.033 0.233
H 1.164 0.078 1.363 0.228
H 0.024 -1.680 0.144 0.440
H -0.360 -0.633 -1.076 0.448

---

[2]
16
Properties=species:S:1:pos:R:3:nbo_charge:R:1 method="wB97M-V/def2-TZVPD" e_homo_ha=-0.492 charge=+1
C 1.890 1.171 -0.448 -0.468
C 3.066 0.190 -0.282 -0.443
C 1.736 -0.099 0.239 0.010
C -2.584 -0.780 -0.455 -0.438
N -2.073 -0.070 0.808 -0.751
S 0.745 -1.018 1.145 0.177
H 1.927 2.087 0.281 0.266
H 1.512 1.289 -1.356 0.239
H 3.365 -0.361 -1.048 0.249
H 3.859 0.587 0.381 0.269
H -1.696 -1.064 -1.065 0.214
H -2.979 -1.773 -0.184 0.238
H -3.172 -0.252 -1.153 0.241
H -2.619 -0.424 1.526 0.419
H -2.067 0.971 0.772 0.431
H -0.909 -0.452 0.838 0.347

---

[3]
16
Properties=species:S:1:pos:R:3:nbo_charge:R:1 method="wB97M-V/def2-TZVPD" e_homo_ha=-0.508 charge=+1
C -0.952 0.230 1.259 -0.032
C -0.764 0.233 -0.239 -0.146
C -1.639 1.309 1.994 -0.688
C 1.457 -0.405 -1.155 -0.346
N 0.049 -0.806 -0.932 -0.553
S 2.266 -2.008 -1.674 -0.023
H -0.700 -0.582 1.879 0.222
H -1.107 0.905 -0.957 0.224
H -1.907 1.131 3.069 0.259
H -2.516 1.747 1.432 0.255
H -0.813 1.951 2.045 0.256
H 1.599 0.364 -1.977 0.250
H 1.849 0.069 -0.227 0.245
H 0.098 -1.795 -0.601 0.454
H -0.346 -0.864 -1.931 0.453
H 3.425 -1.481 -1.986 0.170

---

[4]
17
Properties=species:S:1:pos:R:3:nbo_charge:R:1 method="wB97M-V/def2-TZVPD" e_homo_ha="-0.420 / -0.459" charge=+1
C -2.005 1.549 0.807 -0.592
C -1.088 -0.762 -0.251 -0.381
C 0.851 0.599 0.408 -0.222
C 1.172 -1.603 -0.635 -0.422
N 0.349 -0.373 -0.535 -0.423
S -2.218 0.622 -0.577 0.401
S 1.845 1.835 -0.326 0.128
H -1.743 1.112 1.749 0.212
H -2.339 2.568 0.763 0.237
H -1.372 -1.579 -0.915 0.254
H -1.153 -1.070 0.792 0.243
H 1.147 0.192 1.360 0.219
H 1.105 -2.165 0.294 0.237
H 0.834 -2.223 -1.463 0.240
H 2.212 -1.324 -0.804 0.247
H 0.358 0.088 -1.454 0.444
H 2.045 2.534 0.787 0.177

---

Values of relative energy (zero: lowest compared OMol25 entry of this formula, charge and spin), in order: 58.1; 68.4; 62.9; 69.6, all in kcal/mol.